This record from the Open Molecules 2025 dataset describes C28H34BBrGaN5OSi2 as an isolated structure. The level of theory is wB97M-V/def2-TZVPD.

Its energy relative to the best compared isomer or geometry (same formula, charge and spin) is 0.0 kJ/mol. The LUMO energy (alpha / beta) comes out at -1.79 / -1.84 eV. The frontier orbital gap (alpha / beta) comes out at 5.83 / 5.71 eV. The HOMO energy (alpha / beta) is -0.28022 / -0.27732 hartree. The calculation puts the energy at -6539.02110 Ha.

Last column: Löwdin charge in e.
Geometry (Å):
Ga1 -1.23261 -0.99014 0.15872  0.452
Br1 5.83582 4.96281 -2.65155  0.693
C1 4.94431 4.21117 -4.18763  -0.650
C2 5.27762 2.86679 -4.49035  -0.144
C3 4.27314 2.00462 -4.83409  -0.025
C4 2.97859 2.52342 -5.10478  -0.257
C5 2.79853 3.94334 -5.22817  -0.025
C6 3.75988 4.78072 -4.71474  -0.130
N1 1.96884 1.60451 -4.94919  0.039
N2 0.77545 2.12552 -4.88601  0.079
C7 -0.15856 1.54742 -4.09279  -0.222
C8 -1.22481 2.37674 -3.63146  0.024
C9 -1.83554 2.07299 -2.41697  0.020
C10 -1.50315 0.88030 -1.72113  -0.306
O1 -2.13076 0.59829 -0.59518  -0.046
C11 -0.47005 0.03396 -2.20468  -0.127
N3 -0.03779 -1.00056 -1.37492  0.081
C12 0.58806 -2.01283 -2.02566  -0.054
C13 1.06001 -1.93329 -3.35425  0.014
C14 0.90266 -0.69089 -4.01302  0.034
C15 0.11760 0.28203 -3.44366  -0.102
H1 6.26435 2.47332 -4.23851  0.104
H2 4.36124 0.94420 -4.90188  0.105
H3 1.92242 4.35110 -5.71889  0.106
H4 3.60777 5.88980 -4.59825  0.124
H5 -1.43966 3.34601 -4.12494  0.128
H6 -2.52425 2.80095 -1.98659  0.125
H7 0.72008 -2.92332 -1.48718  0.115
H8 1.59723 -2.81360 -3.69292  0.112
H9 1.28683 -0.49246 -4.99490  0.107
C16 1.13893 -3.41794 2.07189  -0.176
Si1 -0.00294 -2.27256 3.06757  0.524
C17 0.78701 -2.06449 4.82160  -0.159
C18 -1.51311 -3.39332 3.38039  -0.171
C19 -0.68334 -0.71680 2.14103  -0.402
C20 -2.00442 -0.35194 2.64757  -0.394
C21 -2.19423 0.04365 4.04678  -0.032
C22 -3.42616 0.49453 4.43893  -0.080
C23 -4.46447 0.52779 3.53235  -0.053
C24 -4.21642 0.12484 2.19963  -0.093
N4 -3.04710 -0.34891 1.82716  0.080
Si2 0.65400 0.57441 2.25888  0.472
C25 0.42291 2.06898 1.10043  -0.156
C26 0.74533 1.31722 4.01197  -0.165
C27 2.39742 -0.10732 1.88769  -0.171
H10 1.58350 -4.21229 2.68968  0.041
H11 1.90618 -2.81063 1.52595  0.025
H12 0.49255 -3.94699 1.37772  0.019
H13 1.17793 -3.00956 5.12104  0.021
H14 0.09776 -1.70641 5.57104  0.023
H15 1.56972 -1.31758 4.82313  0.002
H16 -1.18585 -4.36777 3.80814  0.045
H17 -2.03481 -3.69232 2.48241  0.021
H18 -2.22246 -3.04584 4.12492  0.028
H19 -1.34948 -0.14380 4.74617  0.100
H20 -3.51052 0.93901 5.41792  0.109
H21 -5.40632 1.01844 3.71857  0.098
H22 -5.01282 0.11552 1.46213  0.119
H23 -0.53332 2.57654 1.19282  0.037
H24 0.41204 1.68761 0.06569  0.015
H25 1.22312 2.81371 1.23075  0.043
H26 -0.24381 1.58754 4.39803  0.021
H27 1.42280 2.18226 3.99509  0.041
H28 1.10412 0.65201 4.78274  0.006
H29 2.52234 -0.38606 0.83986  0.029
H30 2.68136 -0.93438 2.55336  0.019
H31 3.09548 0.70279 2.15591  0.042
B1 -4.55721 -3.75462 -1.11662  -0.405
C28 -3.32872 -2.98761 -0.70505  -0.134
N5 -2.35807 -2.38430 -0.43803  0.167
H32 -4.56748 -3.65629 -2.37005  0.034
H33 -5.49027 -3.20759 -0.56526  0.016
H34 -4.56444 -4.95245 -0.81638  0.021

Cartesian forces, eV/Å:
-1.3306 0.8708 1.9558
-0.0244 0.2022 -1.0066
-0.3256 -0.8294 -0.0918
0.5060 0.8114 1.1562
-1.6721 1.0852 -1.0587
1.0845 1.4269 -0.2595
0.1788 -1.1338 -0.3993
1.1010 0.9490 0.9835
-2.8170 0.1325 0.4264
2.3028 0.8324 -0.7462
-0.9024 -0.6067 0.3785
1.3784 -0.2977 -0.0422
0.2002 -0.7186 -0.3009
-1.3822 1.8786 0.8666
1.6596 -0.8751 -0.4825
0.7758 -0.2031 0.6636
-0.4307 -0.5808 -3.0959
0.0037 1.2326 0.0572
-0.3821 1.4595 0.9148
0.6981 -2.6037 -0.0044
-1.0516 1.3439 0.3338
-0.3103 0.2212 0.1006
0.3802 -0.5572 0.1301
-0.1531 -0.1445 0.4562
0.0234 -1.3604 -0.2197
0.3587 -0.8412 0.2517
-0.0224 -0.5779 0.0173
0.2356 -0.3970 0.5605
-0.1395 0.3903 -0.4638
0.2050 -0.3232 -0.1141
0.2893 1.0284 -0.2657
-0.9123 -1.3672 0.8199
-0.4703 1.2138 -1.3023
0.6677 -0.7440 0.6163
1.1570 -1.3412 -1.3558
-1.1413 1.0445 3.3934
1.2314 -1.5166 -1.7539
0.3417 0.4042 0.2840
-0.1238 0.4757 -2.0493
-0.8081 -0.1483 1.8613
1.2231 -0.1650 -0.9358
0.6915 1.3958 0.5232
-0.0541 -0.6533 -0.2649
-0.2230 0.0069 -0.1754
-0.3792 0.1782 0.5922
0.0961 0.5230 -0.0325
-0.4307 -0.9017 0.3578
-0.0448 0.0270 -0.4484
0.3129 -0.7720 0.2114
-0.5019 -0.0966 0.2175
0.5170 -0.0888 -0.0631
0.2342 0.5044 -0.1999
-0.3225 0.2465 -0.4169
-0.2297 0.4117 -0.0990
-0.8746 0.5428 -0.5428
-0.3400 -0.2574 0.3081
-0.1531 -0.1824 0.3740
0.0961 0.0729 0.0092
-0.1836 0.0302 0.3062
0.3422 0.2882 0.1117
-0.1590 -0.3412 -0.1319
0.2261 0.5107 -0.3828
-0.3137 -0.0551 0.0130
0.4027 -0.3696 0.0665
0.1630 -0.0388 0.0662
-0.1408 0.0247 -0.3164
-0.2005 -0.1147 -0.3599
-1.2605 -0.9925 -1.0542
2.3170 0.8404 0.6754
-1.5045 -1.2124 -0.3001
-0.1201 0.0813 0.8289
0.0257 0.0949 -0.1928
0.4098 0.6262 0.0407

---

This record from the Open Molecules 2025 dataset describes C28H34BrCl6O2RuSSi as an isolated structure. The level of theory is wB97M-V/def2-TZVPD.

Its energy relative to the best compared isomer or geometry (same formula, charge and spin) is 5.4 kJ/mol. The LUMO energy (alpha / beta) comes out at -0.15 / -1.46 eV. The frontier orbital gap (alpha / beta) comes out at 7.28 / 6.44 eV. The HOMO energy (alpha / beta) is -0.27274 / -0.29033 hartree. As for the spin multiplicity: 6. The calculation puts the energy at -7355.60884 Ha.

Last column: Löwdin charge in e.
Geometry (Å):
Ru1 1.02373 -0.38433 -1.51508  1.115
C1 -3.39511 4.52738 2.94591  -0.048
C2 -2.05370 4.01528 3.48946  -0.559
C3 -1.30789 5.19774 4.10881  -0.067
C4 -2.31546 2.98021 4.59248  -0.047
C5 -1.25835 3.36245 2.35937  -0.168
C6 -1.79765 2.27525 1.67928  -0.090
C7 -1.07052 1.67266 0.68006  -0.559
Br1 -1.84513 0.18319 -0.23001  0.774
C8 0.21474 2.08964 0.28866  -0.375
O1 0.86365 1.42679 -0.65696  -0.358
C9 0.75590 3.21092 0.94430  -0.077
C10 -0.00096 3.79393 1.96249  0.018
C11 2.13590 3.82359 0.65120  -0.525
C12 2.87681 3.25067 -0.56256  -0.064
C13 1.96657 5.33105 0.39678  -0.049
C14 3.03008 3.60990 1.88254  -0.037
H1 -3.97060 4.99855 3.74630  0.084
H2 -3.99821 3.71778 2.53212  0.076
H3 -3.23376 5.26432 2.15689  0.091
H4 -1.91579 5.63306 4.90405  0.085
H5 -1.11250 5.97957 3.37210  0.088
H6 -0.35739 4.88875 4.54831  0.087
H7 -2.88971 3.43072 5.40572  0.084
H8 -1.37410 2.60671 5.00005  0.091
H9 -2.88063 2.12680 4.21452  0.077
H10 -2.77810 1.88928 1.92669  0.101
H11 0.43646 4.63578 2.47993  0.091
H12 2.28784 3.32287 -1.47643  0.088
H13 3.15692 2.21099 -0.41097  0.033
H14 3.79716 3.82324 -0.70220  0.089
H15 1.32860 5.50271 -0.47254  0.093
H16 2.94242 5.77858 0.19647  0.084
H17 1.53054 5.85616 1.24746  0.072
H18 3.16700 2.54325 2.07345  0.087
H19 2.60173 4.06498 2.77734  0.078
H20 4.01353 4.05444 1.71162  0.087
Cl1 0.96671 -1.24205 1.56941  0.534
C15 2.16805 -2.50152 1.91963  -1.022
Cl2 3.00860 -2.19366 3.44009  0.528
H21 2.90219 -2.51180 1.11842  -0.047
H22 1.64446 -3.44624 1.99880  0.018
O2 0.25565 -2.55061 -1.26097  -0.690
S1 -1.12561 -2.99198 -1.68348  0.980
C16 -1.34414 -4.56294 -0.85305  -0.363
C17 -0.27311 -5.12896 -0.18571  -0.064
C18 -0.45478 -6.34718 0.45408  -0.060
C19 -1.69294 -6.97289 0.42187  -0.071
C20 -2.75996 -6.38571 -0.24711  -0.069
C21 -2.59070 -5.16853 -0.88704  -0.076
C22 -0.93669 -3.60773 -3.35270  -0.395
C23 0.29403 -4.09508 -3.76368  -0.065
C24 0.43057 -4.53496 -5.07000  -0.055
C25 -0.65300 -4.48580 -5.94037  -0.065
C26 -1.87576 -3.98664 -5.51463  -0.067
C27 -2.02089 -3.53182 -4.21133  -0.083
H23 0.68064 -4.61671 -0.18127  0.103
H24 0.37297 -6.80762 0.97722  0.110
H25 -1.83022 -7.92110 0.92450  0.108
H26 -3.72562 -6.87274 -0.26440  0.109
H27 -3.41850 -4.69808 -1.40493  0.113
H28 1.13101 -4.10080 -3.07503  0.108
H29 1.38593 -4.90975 -5.41288  0.113
H30 -0.53701 -4.82622 -6.96085  0.108
H31 -2.71076 -3.93280 -6.20042  0.109
H32 -2.95994 -3.10826 -3.87445  0.113
Cl3 0.92656 1.07012 -4.13000  0.444
C28 0.07189 -0.37159 -3.47086  -0.731
H33 0.37549 -1.22093 -4.08009  -0.021
H34 -1.00136 -0.20963 -3.53683  -0.012
Cl4 4.02403 -2.87589 -1.62249  0.142
Si1 3.54582 -0.83517 -1.41523  -0.701
Cl5 4.48720 -0.34419 0.39224  0.190
Cl6 4.66520 0.13262 -2.86405  0.174

Cartesian forces, eV/Å:
0.1027 0.3175 0.1717
0.0152 -0.0047 -0.0075
-0.0073 0.0216 0.0071
-0.0002 -0.0112 -0.0064
0.0077 -0.0012 -0.0114
-0.0065 -0.0030 0.0034
-0.0508 -0.0446 0.0084
0.0555 0.0363 -0.0036
0.0455 0.0274 0.0335
-0.0663 -0.1541 0.0222
-0.0566 -0.3690 -0.2119
-0.0099 -0.0682 -0.0532
0.0288 0.0242 0.0185
0.0268 0.0509 0.0231
-0.0141 -0.0119 0.0026
0.0104 0.0068 0.0080
-0.0054 -0.0095 0.0012
0.0008 -0.0025 -0.0093
0.0081 0.0028 0.0008
-0.0101 -0.0005 0.0040
0.0022 -0.0017 -0.0033
0.0033 0.0016 0.0108
-0.0009 0.0076 -0.0056
0.0067 -0.0046 -0.0058
-0.0106 -0.0049 0.0020
0.0047 0.0041 0.0064
0.0124 0.0007 -0.0066
-0.0086 -0.0148 -0.0095
0.0034 -0.0183 0.0016
-0.0148 -0.0047 -0.0180
-0.0112 0.0183 0.0114
0.0002 0.0058 0.0083
-0.0057 0.0001 0.0012
0.0107 -0.0073 -0.0236
0.0002 0.0097 0.0026
0.0096 -0.0059 0.0019
-0.0076 -0.0025 0.0001
0.0080 0.0616 0.0539
0.0998 0.0156 -0.0680
-0.0143 -0.0253 -0.0204
-0.0843 0.0111 0.0712
-0.0241 -0.0061 0.0165
0.1919 0.1601 0.1153
-0.1574 -0.2691 -0.1323
-0.0135 0.0678 0.0177
0.0523 0.0092 -0.0256
-0.0131 -0.0027 -0.0059
-0.0014 0.0033 -0.0005
0.0126 -0.0053 0.0011
-0.0186 0.0193 -0.0020
-0.0343 0.0802 0.0390
0.0440 -0.0194 0.0276
0.0043 0.0015 0.0044
-0.0163 0.0132 0.0184
0.0194 -0.0153 -0.0330
-0.0063 0.0168 0.0314
0.0034 -0.0143 0.0183
-0.0029 0.0045 0.0003
-0.0005 0.0018 -0.0011
0.0003 0.0004 0.0016
0.0019 -0.0033 0.0093
0.0036 -0.0013 -0.0152
-0.0069 0.0032 0.0055
-0.0048 0.0005 0.0027
0.0063 -0.0004 0.0048
0.0064 -0.0063 -0.0027
-0.0633 -0.1284 0.0935
0.0814 0.1769 -0.2592
-0.0161 -0.0207 0.0209
0.0076 0.0820 0.0463
-0.0966 0.0510 -0.0258
0.1094 -0.0074 0.1307
-0.1025 0.0029 -0.1405
-0.0435 -0.0480 0.0266

---

This record from the Open Molecules 2025 dataset describes C28H34CuNO as an isolated structure. The level of theory is wB97M-V/def2-TZVPD.

The LUMO energy (alpha / beta) comes out at 2.71 / 2.72 eV. The frontier orbital gap (alpha / beta) comes out at 3.50 / 5.83 eV. The HOMO energy (alpha / beta) is -0.02883 / -0.11420 hartree. As for the net charge: -1. As for the spin multiplicity: 2. The calculation puts the energy at -2857.59652 Ha.

Last column: Löwdin charge in e.
Geometry (Å):
C1 -1.36661 -1.18171 0.34050  -0.158
C2 -1.40560 -0.73806 -1.01283  -0.142
C3 -0.24812 -1.28353 -1.68181  -0.195
H1 -2.23328 -0.24735 -1.49329  0.073
C4 0.46592 -2.05271 -0.74461  -0.210
C5 -0.14538 -1.93575 0.54390  -0.220
H2 1.37908 -2.62601 -0.96761  0.074
C6 -1.54054 1.86499 2.15977  -0.320
C7 -2.27266 2.28403 0.87702  -0.097
C8 -1.43064 2.41526 -0.17164  -0.107
H3 -3.35670 2.28433 0.73693  0.082
C9 -0.08777 2.23086 0.29043  -0.277
C10 -0.13256 1.84113 1.63816  -0.152
H4 0.02876 -1.12441 -2.71744  0.068
H5 -0.07867 -2.72263 1.32180  0.083
H6 -2.17470 -1.08087 1.07014  0.066
H7 0.78017 1.93899 2.29345  0.104
H8 -1.67218 2.87079 -1.11875  0.092
H9 -1.62565 2.66358 2.87746  0.120
Cu1 0.82019 0.04186 0.90949  0.325
C11 1.13153 2.46876 -0.57369  -0.467
C12 2.14343 3.31916 0.20564  -0.044
C13 0.81289 3.25184 -1.88017  -0.066
H10 1.59519 4.26756 0.36108  0.093
H11 3.01456 3.57020 -0.40830  0.078
H12 2.38435 2.93887 1.20471  0.075
H13 0.31609 4.16767 -1.53461  0.081
H14 0.18333 2.65529 -2.59133  0.100
H15 1.77679 3.51479 -2.36923  0.085
C14 1.68426 1.13756 -1.17130  -0.101
C15 2.89558 0.48179 -0.49715  -0.353
H16 1.79277 1.19143 -2.25077  0.067
H17 0.88580 0.31190 -1.16715  0.101
O1 2.78997 0.03653 0.70891  0.009
N1 3.89047 0.49563 -1.50165  0.014
C16 3.83358 -0.87330 -2.20228  -0.107
H18 4.88201 0.68969 -1.24158  0.129
C17 2.89739 -0.94416 -3.40020  -0.232
C18 2.45373 -2.24154 -3.68138  -0.071
H19 2.82788 -3.06673 -3.04993  0.121
C19 1.52206 -2.44778 -4.69907  -0.087
H20 1.15889 -3.46951 -4.89478  0.107
C20 1.05237 -1.33878 -5.42720  -0.100
H21 0.33240 -1.50169 -6.22578  0.092
C21 1.53683 -0.03818 -5.18534  -0.075
H22 1.19163 0.82298 -5.75077  0.097
C22 2.48884 0.15396 -4.17005  -0.058
H23 2.86606 1.14205 -3.90833  0.107
H24 3.33764 -1.44247 -1.36276  0.115
H25 4.89557 -1.17638 -2.46818  0.140
C23 -4.47917 -1.95707 3.69747  -0.079
C24 -3.15233 -1.42014 4.24045  -0.600
C25 -3.40266 -0.85625 5.65034  -0.085
C26 -2.13636 -2.58996 4.34864  -0.065
C27 -2.57032 -0.30599 3.36255  0.023
C28 -2.08063 0.65435 2.78706  0.022
H26 -4.86573 -2.78709 4.31893  0.079
H27 -4.36859 -2.33560 2.66653  0.085
H28 -5.25567 -1.17036 3.69540  0.083
H29 -3.76393 -1.61321 6.37013  0.078
H30 -2.46547 -0.43408 6.04515  0.082
H31 -4.15125 -0.04146 5.65139  0.083
H32 -1.87318 -3.02791 3.37168  0.078
H33 -1.19853 -2.22248 4.79184  0.083
H34 -2.51311 -3.41269 4.98402  0.077

Cartesian forces, eV/Å:
0.1910 0.0228 -1.0418
0.8581 -1.5048 0.5875
-1.0288 -0.3916 0.7227
0.0012 0.3939 0.0396
0.5789 0.0899 -0.4186
-1.0299 -0.5550 -0.2335
-0.4134 0.2830 0.1823
-0.3313 0.0680 -1.3796
-1.7583 -0.5783 0.2535
1.6503 0.8456 0.3899
0.2541 0.0506 0.4861
-0.5769 0.9517 -1.4705
2.6463 -1.0073 1.0177
-0.0662 -0.0214 0.0548
0.3060 0.8308 -0.3006
0.5890 0.1203 -0.4421
-1.2090 0.1776 -0.3692
-0.2210 -0.4302 -0.2620
-0.2282 0.5271 0.7803
-2.0401 -0.6829 1.2588
-0.1076 -0.2396 -0.4764
-0.6758 0.6275 -0.1240
-0.1693 0.1283 0.4639
0.3802 -0.1985 0.1568
0.2128 -0.2832 0.2411
0.1986 -0.1230 -0.4032
-0.1117 -0.0214 -0.6347
0.4223 0.6399 0.6962
-0.5906 -0.1587 0.1604
-0.8030 -2.5176 0.7874
-2.6027 1.1503 1.6116
0.6516 0.4349 0.3859
0.5761 1.2725 0.3390
2.7584 1.4146 -4.3336
2.9832 -0.9375 -0.0409
-0.2201 0.9457 1.2939
-1.1938 -0.5299 0.3793
0.4132 -0.2232 0.0082
-0.2354 0.2018 -0.1801
-0.3734 0.4287 -0.4611
0.1274 0.2307 -0.0003
0.0921 0.7006 0.0063
0.3488 0.0588 -0.0533
0.0176 0.0708 0.1820
0.4480 -0.7731 0.5696
-0.0620 -0.2465 -0.0106
-0.2449 -0.6710 0.0519
-0.0638 -0.2201 -0.2108
1.0665 -0.7183 -1.3484
-1.3965 0.1414 0.5390
-0.4960 -0.0268 -0.4865
0.5103 0.2486 -0.3945
0.1032 0.5275 0.4409
0.3309 0.0275 -0.0569
-0.0319 0.4445 0.3879
-0.7985 -1.4694 1.2689
0.3091 0.3126 -0.1329
-0.0192 0.1847 0.3707
0.3709 -0.2494 -0.0822
0.1724 0.0297 -0.4392
-0.2831 -0.1239 -0.0596
0.3435 -0.3285 -0.2090
-0.2357 0.3247 0.2150
-0.2444 -0.0953 -0.1127
-0.0495 0.4186 -0.1601